50
Properties=species:S:1:pos:R:3 method="wB97M-V/def2-TZVPD" lumo_energy_ev=-5.097 total_charge=+1 multiplicity=1 homo_lumo_gap_ev=6.4
O -1.56 1.24 -2.70
S -1.91 0.32 -1.66
O -3.25 -0.15 -1.60
Cl -1.53 1.30 0.11
C -0.78 -1.07 -1.68
C 0.31 -0.95 -2.76
C 1.76 -0.97 -2.21
C 2.41 0.43 -2.13
C 2.33 0.98 -0.74
C 1.74 2.19 -0.42
C 1.69 2.55 0.93
N 2.19 1.86 1.93
N 2.79 0.73 1.58
C 2.87 0.29 0.34
H -1.42 -1.92 -1.89
H -0.39 -1.24 -0.68
H 0.21 -1.81 -3.41
H 0.17 -0.06 -3.35
H 2.38 -1.64 -2.80
H 1.72 -1.42 -1.22
H 3.44 0.38 -2.47
H 1.85 1.10 -2.78
H 1.31 2.83 -1.18
H 1.21 3.47 1.21
H 3.17 0.19 2.34
H 3.38 -0.65 0.19
C -1.86 5.83 3.22
C -1.85 6.33 4.51
C -0.96 5.83 5.45
C -0.07 4.83 5.10
C -0.08 4.32 3.80
C -0.97 4.82 2.87
H -2.55 6.22 2.48
H -2.54 7.12 4.78
H -0.96 6.23 6.46
H 0.62 4.44 5.83
H 0.61 3.53 3.53
H -0.98 4.42 1.86
C -2.12 -7.03 -2.02
C -1.63 -6.67 -0.77
C -0.71 -5.63 -0.65
C -0.30 -4.95 -1.79
C -0.79 -5.31 -3.04
C -1.70 -6.35 -3.15
H -2.83 -7.84 -2.10
H -1.96 -7.20 0.12
H -0.33 -5.36 0.32
H 0.41 -4.14 -1.70
H -0.47 -4.77 -3.92
H -2.08 -6.63 -4.12

***

51
Properties=species:S:1:pos:R:3 method="wB97M-V/def2-TZVPD" lumo_energy_ev=0.641 multiplicity=1 homo_lumo_gap_ev=8.4
C -7.23 2.20 0.34
O -6.04 1.93 -0.38
C -5.08 1.10 0.13
C -4.08 0.78 -0.79
C -3.02 -0.04 -0.45
C -2.93 -0.56 0.83
C -1.78 -1.44 1.22
N -0.50 -0.88 0.83
C 0.15 -1.38 -0.27
O -0.20 -2.42 -0.81
N 1.21 -0.64 -0.74
C 2.00 0.28 0.04
C 3.25 -0.42 0.60
N 4.04 -0.99 -0.47
C 5.04 -0.25 -1.07
C 5.29 -0.26 -2.44
C 6.35 0.44 -2.99
C 7.19 1.19 -2.20
C 6.96 1.21 -0.83
Cl 8.00 2.12 0.20
C 5.92 0.50 -0.26
C 3.23 -1.91 -1.24
C 1.99 -1.23 -1.82
C -3.92 -0.24 1.75
C -5.00 0.58 1.43
O -5.98 0.91 2.33
C -5.94 0.33 3.61
H -7.83 2.80 -0.35
H -7.03 2.77 1.25
H -7.76 1.29 0.59
H -4.17 1.19 -1.78
H -2.27 -0.28 -1.19
H -1.77 -1.61 2.30
H -1.85 -2.41 0.71
H -0.39 0.10 1.04
H 1.43 0.71 0.86
H 2.32 1.10 -0.62
H 3.83 0.29 1.18
H 2.93 -1.24 1.26
H 4.65 -0.82 -3.11
H 6.51 0.41 -4.06
H 8.01 1.75 -2.62
H 5.80 0.52 0.81
H 3.84 -2.37 -2.03
H 2.90 -2.71 -0.56
H 1.36 -1.95 -2.33
H 2.28 -0.43 -2.51
H -3.84 -0.64 2.75
H -6.83 0.70 4.12
H -5.06 0.65 4.18
H -5.98 -0.76 3.56

***

52
Properties=species:S:1:pos:R:3 method="wB97M-V/def2-TZVPD" lumo_energy_ev=0.683 multiplicity=1 homo_lumo_gap_ev=9.1
C -4.87 3.44 0.15
O -3.57 2.92 0.24
C -3.49 1.85 1.16
C -2.10 1.30 1.15
C -1.33 1.09 2.26
S 0.19 0.40 1.88
C -0.18 0.41 0.20
C 0.82 -0.20 -0.72
O 1.47 -1.16 -0.33
N 0.93 0.34 -1.98
C 0.66 1.77 -2.19
C -0.14 2.01 -3.46
C 0.67 1.47 -4.62
C 1.01 0.00 -4.40
N 1.86 -0.47 -5.49
C 1.33 -0.90 -6.66
O 0.13 -0.92 -6.87
C 2.32 -1.38 -7.68
C 3.65 -0.95 -7.72
C 4.49 -1.44 -8.70
C 4.02 -2.35 -9.63
Cl 5.10 -2.95 -10.86
C 2.69 -2.80 -9.62
N 2.23 -3.73 -10.52
C 1.86 -2.28 -8.63
C 1.69 -0.32 -3.05
C 1.79 -1.83 -2.92
C -1.43 0.90 -0.03
H -4.85 4.25 -0.58
H -5.58 2.68 -0.17
H -5.20 3.84 1.11
H -3.75 2.20 2.17
H -4.22 1.08 0.89
H -1.59 1.32 3.28
H 0.16 2.17 -1.31
H 1.62 2.29 -2.28
H -1.10 1.50 -3.39
H -0.33 3.07 -3.57
H 0.14 1.56 -5.57
H 1.60 2.04 -4.71
H 0.08 -0.58 -4.45
H 2.84 -0.59 -5.32
H 4.02 -0.21 -7.02
H 5.52 -1.12 -8.77
H 1.24 -3.80 -10.64
H 2.77 -3.87 -11.36
H 0.82 -2.58 -8.58
H 2.69 0.13 -3.07
H 2.10 -2.26 -3.87
H 2.48 -2.14 -2.14
H 0.81 -2.24 -2.67
H -1.86 0.98 -1.02

***

52
Properties=species:S:1:pos:R:3 method="wB97M-V/def2-TZVPD" lumo_energy_ev=0.243 multiplicity=1 homo_lumo_gap_ev=8.7
C 6.59 2.58 -1.66
O 5.74 2.40 -0.56
C 5.13 3.61 -0.16
C 4.19 3.34 0.97
C 4.20 3.99 2.17
S 2.98 3.45 3.23
C 2.43 2.31 2.07
C 1.29 1.43 2.38
O 0.58 1.61 3.34
N 1.07 0.41 1.41
C 1.84 -0.78 1.81
C 1.78 -1.84 0.73
C 0.33 -2.23 0.48
C -0.50 -0.99 0.17
N -1.90 -1.34 0.01
C -2.40 -1.77 -1.17
O -1.73 -1.85 -2.18
C -3.87 -2.12 -1.17
C -4.55 -2.52 -0.03
C -5.90 -2.84 -0.12
C -6.55 -2.74 -1.34
Cl -8.24 -3.15 -1.44
C -5.88 -2.34 -2.50
N -6.54 -2.21 -3.71
C -4.52 -2.04 -2.39
C -0.36 0.11 1.23
C -1.10 1.37 0.79
C 3.16 2.36 0.92
H 7.01 1.61 -1.91
H 6.04 2.97 -2.53
H 7.41 3.28 -1.43
H 5.89 4.34 0.15
H 4.59 4.05 -1.01
H 4.87 4.78 2.48
H 2.87 -0.47 1.99
H 1.45 -1.19 2.75
H 2.23 -1.45 -0.19
H 2.37 -2.71 1.03
H 0.24 -2.94 -0.34
H -0.08 -2.70 1.38
H -0.16 -0.58 -0.79
H -2.52 -1.22 0.80
H -4.05 -2.64 0.92
H -6.45 -3.17 0.74
H -5.96 -2.24 -4.53
H -7.41 -2.71 -3.80
H -3.96 -1.74 -3.26
H -0.80 -0.26 2.17
H -2.14 1.15 0.57
H -1.07 2.14 1.56
H -0.63 1.76 -0.12
H 2.97 1.72 0.07

***

57
Properties=species:S:1:pos:R:3 method="wB97M-V/def2-TZVPD" lumo_energy_ev=-1.362 multiplicity=1 homo_lumo_gap_ev=6.5
C 3.40 3.65 3.32
C 2.52 2.99 2.29
O 1.17 3.74 2.25
C 0.06 3.12 1.97
C -0.06 1.84 1.28
C -1.42 1.18 1.59
O -1.01 3.73 2.37
C -0.91 4.90 3.32
C -2.33 5.34 3.64
H 4.43 3.28 3.20
H 3.40 4.74 3.26
H 3.05 3.34 4.31
H 2.96 3.01 1.27
H 2.34 1.95 2.62
H 0.92 1.29 1.38
H -1.95 1.03 0.63
H -1.32 0.17 2.03
H -2.00 1.86 2.21
H -0.40 4.54 4.23
H -0.37 5.71 2.80
H -2.26 6.28 4.20
H -2.91 5.53 2.72
H -2.89 4.62 4.27
F 2.03 -0.44 1.33
C 1.50 -0.44 0.04
F 2.52 -0.19 -0.79
F 1.18 -1.77 -0.15
S 0.23 0.84 -0.16
N -0.36 -1.34 -2.04
S -0.11 -0.46 -3.33
C 0.49 -1.86 -4.25
C 1.75 -1.71 -4.85
C 2.34 -2.81 -5.47
C 1.65 -4.04 -5.49
C 0.34 -4.16 -4.98
C -0.24 -3.04 -4.35
O -1.34 -0.01 -3.94
O 1.01 0.41 -3.26
S -1.96 -1.33 -1.61
C -1.80 -2.42 -0.19
C -1.22 -3.68 -0.42
C -0.95 -4.49 0.70
C -1.18 -3.95 1.98
C -1.82 -2.71 2.18
C -2.25 -1.99 1.05
O -2.57 -0.03 -1.28
O -2.62 -2.24 -2.50
H 2.22 -0.73 -4.81
H 3.34 -2.68 -5.90
H 2.15 -4.90 -5.92
H -0.23 -5.10 -5.06
H -1.25 -3.10 -3.94
H -1.01 -4.04 -1.43
H -0.53 -5.50 0.55
H -0.86 -4.52 2.85
H -1.99 -2.28 3.17
H -2.90 -1.12 1.10

***

52
Properties=species:S:1:pos:R:3 method="wB97M-V/def2-TZVPD" lumo_energy_ev=0.641 multiplicity=1 homo_lumo_gap_ev=9.2
C -5.09 -3.69 0.08
C -4.69 -2.26 -0.15
C -4.74 -1.73 -1.44
C -4.36 -0.42 -1.67
C -3.95 0.36 -0.61
S -3.34 2.00 -0.93
O -3.34 2.76 0.28
O -3.97 2.57 -2.08
N -1.73 1.69 -1.40
C -1.14 0.51 -0.89
O -1.02 -0.48 -1.58
N -0.79 0.57 0.41
C -0.59 1.81 1.13
C 0.64 2.58 0.64
C 1.80 1.64 0.24
N 1.98 0.56 1.20
C 3.34 0.41 1.68
C 4.36 0.11 0.60
C 5.16 1.13 0.08
C 6.05 0.88 -0.94
C 6.14 -0.40 -1.45
F 7.01 -0.65 -2.45
C 5.38 -1.44 -0.95
C 4.49 -1.17 0.08
C 1.34 -0.67 0.77
C -0.18 -0.61 0.98
C -3.91 -0.14 0.67
C -4.28 -1.45 0.90
H -4.47 -4.35 -0.52
H -6.13 -3.84 -0.21
H -4.98 -3.96 1.13
H -5.06 -2.36 -2.26
H -4.39 0.01 -2.66
H -1.73 1.66 -2.41
H -1.48 2.44 1.04
H -0.45 1.54 2.18
H 0.38 3.18 -0.23
H 0.96 3.25 1.43
H 1.60 1.23 -0.76
H 2.71 2.23 0.17
H 3.34 -0.39 2.42
H 3.61 1.34 2.19
H 5.09 2.12 0.49
H 6.67 1.67 -1.35
H 5.48 -2.43 -1.36
H 3.90 -1.98 0.49
H 1.53 -0.89 -0.29
H 1.72 -1.50 1.38
H -0.41 -0.61 2.05
H -0.63 -1.49 0.52
H -3.59 0.51 1.47
H -4.25 -1.85 1.90